C5H9NO | ωB97M-V with the def2-TZVPD basis set

Properties
energy	-8863.2675	eV
net charge	0
E_LUMO	0.31	eV

Positions of all 16 atoms, in Å:
C -1.46574 -0.53935 1.18733
C -0.72070 0.37295 0.24453
N 0.35472 1.26568 0.80018
C 1.15014 -1.35087 -0.29492
C 0.38310 -0.14308 -0.67302
O 0.29810 -0.85214 -1.92701
C 0.99961 1.22821 -0.55535
H -1.87407 0.03869 2.02189
H -2.30532 -1.01474 0.66968
H -0.81173 -1.32679 1.56930
H -1.41053 1.03868 -0.28459
H 0.91822 0.64798 1.39339
H 2.20321 -1.10101 -0.54410
H -0.33899 -1.57637 -1.83135
H 0.53205 1.99910 -1.17485
H 2.08793 1.31306 -0.60113

Cartesian forces (eV/Å) of the 3 atoms listed first:
C 0.1 0.0 0.0
C -0.3 -0.1 0.0
N -0.1 0.1 0.3

These are the natural (NBO) partial charges, in e, on atoms 1 to 4: C -0.636; C -0.070; N -0.566; C -0.163

***

C4H14O7Tl | ωB97M-V with the def2-TZVPD basis set

Properties
energy	-23397.1074	eV
net charge	-1
E_LUMO	2.85	eV

Positions of all 26 atoms, in Å:
Tl 0.16181 -0.26104 0.02365
O 1.01275 0.54098 1.66083
C 1.20502 1.92440 1.63229
C 1.31625 2.25990 0.08646
O 0.17505 1.63588 -0.55712
H 2.13113 2.17832 2.14715
H 0.41113 2.40113 2.16316
H 2.15914 1.70739 -0.30308
H 1.53233 3.29097 -0.14697
O 0.15163 -2.25131 0.63082
C -0.68421 -2.95381 -0.28224
C -0.61319 -2.30855 -1.69555
O -0.96505 -0.94252 -1.52562
H -1.76194 -2.82739 -0.00850
H -0.14753 -3.89941 -0.36236
H -1.20510 -2.81933 -2.41571
H 0.41843 -2.15099 -2.02586
O -1.72659 -0.17586 1.16653
H -2.60077 -0.51558 0.91709
H -1.59817 -0.15512 2.11774
O -2.03395 2.63013 0.59787
H -2.89227 2.62702 0.20408
H -1.44536 2.24407 -0.06842
O 1.98164 -0.69786 -1.12069
H 2.18607 -1.13064 -2.02167
H 2.83178 -0.35076 -0.81390

Cartesian forces (eV/Å) of the 3 atoms listed first:
Tl -0.6 -1.9 0.7
O 1.5 0.9 3.2
C 0.9 -1.2 -1.9

These are the Löwdin partial charges, in e, on atoms 1 to 4: Tl 0.810; O -0.330; C -0.315; C -0.262

***

C2H8N2S2 | ωB97M-V with the def2-TZVPD basis set

Properties
energy	-26853.8699	eV
net charge	0
E_LUMO	0.19	eV

Positions of all 14 atoms, in Å:
C 0.49506 -1.78099 -3.99612
S 1.37547 -2.73968 -2.76814
S 0.14119 -2.16534 -1.11210
H -0.51917 -2.17492 -4.03841
H 0.90929 -1.76809 -5.00042
H 0.45492 -0.73725 -3.68476
H 1.11171 -1.44225 -0.51252
N -0.24682 1.67064 3.98892
C -0.84826 1.74373 2.75806
N -0.64797 2.75379 2.00178
H 0.52127 2.32730 4.07604
H -0.08603 0.87033 4.55815
H -1.58839 0.95457 2.60867
H -1.07227 2.48817 1.12083

Cartesian forces (eV/Å) of the 3 atoms listed first:
C -0.8 0.7 -0.1
S -0.4 0.1 0.9
S 1.1 -0.3 -0.6

These are the natural (NBO) partial charges, in e, on atoms 1 to 4: C -0.765; S 0.104; S -0.157; H 0.219

***

C4H6N2O2 | ωB97M-V with the def2-TZVPD basis set

Properties
energy	-11319.1098	eV
net charge	0
E_LUMO	0.51	eV

Positions of all 14 atoms, in Å:
C -1.03503 -0.17906 -0.05703
C 0.72351 -1.48618 -0.02431
C 1.11896 -0.20088 -0.01453
C 0.06407 0.62580 0.00516
H -2.62193 0.91942 -0.53788
H -2.77333 0.25183 0.93942
H -1.32625 -2.12328 0.30232
H 1.41853 -2.31663 0.13148
H 2.35280 1.11039 -0.07757
H -0.29481 2.27894 0.74485
N -2.45867 0.07162 -0.04671
N -0.62751 -1.44627 -0.04416
O 2.43500 0.13811 0.03445
O 0.01740 1.97987 -0.07473

Cartesian forces (eV/Å) of the 3 atoms listed first:
C -2.3 0.6 0.4
C 1.3 -1.4 0.6
C 3.5 -1.5 0.2

These are the natural (NBO) partial charges, in e, on atoms 1 to 4: C 0.230; C -0.159; C 0.177; C 0.079

***

C5H7Cl4FO3 | ωB97M-V with the def2-TZVPD basis set

Properties
energy	-64248.4676	eV
net charge	0
E_LUMO	0.57	eV

Positions of all 20 atoms, in Å:
C 1.82511 0.26429 1.41745
Cl 1.54163 -1.28946 2.22666
Cl 1.17593 1.62874 2.31882
H 2.89653 0.39304 1.31583
H 1.36533 0.22672 0.44105
C 3.11461 0.46793 -2.45385
Cl 1.83504 1.53079 -1.85905
Cl 2.96538 -1.15809 -1.74744
H 3.05169 0.36502 -3.53089
H 4.09015 0.86127 -2.19225
C -2.01079 -0.24870 1.30015
C -3.29185 -0.63237 0.59501
O -2.87883 -0.74048 -0.73346
C -1.69893 -0.11129 -0.91658
O -1.18862 0.03655 -1.97480
O -1.21919 0.31956 0.27464
F -4.23485 0.35677 0.66657
H -1.50643 -1.11913 1.73993
H -2.10320 0.41054 2.16338
H -3.72872 -1.56172 0.94883

Cartesian forces (eV/Å) of the 3 atoms listed first:
C 0.3 -0.2 -0.1
Cl -0.1 0.0 0.0
Cl -0.1 0.1 0.1

These are the natural (NBO) partial charges, in e, on atoms 1 to 4: C -0.399; Cl -0.045; Cl -0.024; H 0.221

***

C31H29HfN6O5PS4Sb | ωB97M-V with the def2-TZVPD basis set

Properties
energy	-112280.9426	eV
net charge	-1
E_LUMO	1.19	eV

Positions of all 78 atoms, in Å:
Hf -1.10149 -0.63771 0.04272
N -2.78559 -2.93532 2.22780
C -3.08675 -3.26731 0.97694
N -3.84153 -4.35035 0.77542
C -4.13594 -4.62357 -0.48263
N -4.87350 -5.73063 -0.73347
N -3.75841 -3.89835 -1.55296
C -3.01205 -2.85623 -1.25016
N -2.60768 -2.49442 -0.03910
C -2.64660 -1.95993 -2.39109
C -3.02928 -2.28364 -3.68223
C -2.74735 -1.38780 -4.69787
C -2.10481 -0.20005 -4.38925
C -1.74509 0.04089 -3.07752
N -2.00685 -0.82430 -2.09663
H -3.30609 -3.42670 2.93551
H -2.51572 -1.95728 2.40980
H -5.35390 -6.14120 0.04774
H -5.29600 -5.79654 -1.64220
H -3.54904 -3.21290 -3.85387
H -3.03700 -1.61061 -5.71625
H -1.87713 0.53750 -5.14538
H -1.24040 0.95347 -2.79573
S -7.38130 1.31131 0.98668
Sb -5.53558 2.14080 2.01157
S -3.50533 0.35463 0.53389
S -2.17073 0.19651 2.14654
S -4.82451 4.08889 1.04445
O 1.73902 -3.18009 -0.41155
C 1.32516 -2.37309 0.38462
O 0.06468 -2.25128 0.76113
C 2.24704 -1.37266 1.10029
P 1.20061 0.03612 1.68719
C 1.13812 -0.28108 3.48559
C 1.71834 0.55209 4.43700
C 1.60710 0.26063 5.79026
C 0.91784 -0.86728 6.20694
C 0.33808 -1.70477 5.26350
C 0.43960 -1.41286 3.91292
C 2.14991 1.57487 1.53084
C 3.40546 1.68479 0.94093
C 3.98133 2.93264 0.74247
C 3.31360 4.08093 1.14132
C 2.06011 3.98119 1.73220
C 1.47504 2.73809 1.91252
H 3.03599 -1.07851 0.41051
H 2.69947 -1.87561 1.95647
H 2.26413 1.43420 4.12796
H 2.05923 0.92247 6.51828
H 0.82660 -1.09092 7.26227
H -0.20846 -2.58430 5.57998
H -0.02749 -2.06269 3.18228
H 3.93986 0.80027 0.62073
H 4.95336 3.00499 0.27102
H 3.76505 5.05296 0.98722
H 1.52633 4.87277 2.03709
H 0.47738 2.66551 2.33647
C 4.57699 -0.28345 -4.14422
O 4.21539 1.06966 -3.93008
C 3.11971 1.30811 -3.16863
C 2.77065 2.66514 -3.02895
C 1.67807 2.98674 -2.27377
C 0.89298 2.00958 -1.62906
C -0.25518 2.39561 -0.83530
C -0.70045 3.82367 -0.71404
O -0.94246 1.55290 -0.23912
C 1.25663 0.64278 -1.77078
O 0.62390 -0.33946 -1.19991
C 2.38436 0.31700 -2.55677
H 5.42396 -0.26444 -4.82443
H 3.75612 -0.84413 -4.59654
H 4.86912 -0.76708 -3.20911
H 3.37367 3.41633 -3.51904
H 1.40819 4.02832 -2.15854
H 0.08752 4.43600 -0.27324
H -1.59938 3.85791 -0.09857
H -0.92775 4.23281 -1.70073
H 2.63113 -0.73251 -2.63033

Cartesian forces (eV/Å) of the 3 atoms listed first:
Hf -0.2 1.3 1.2
N -0.1 0.1 0.0
C 0.1 0.0 0.0

These are the Löwdin partial charges, in e, on atoms 1 to 4: Hf 1.204; N 0.174; C -0.418; N 0.185

***

C22H24AsBr2ClN4OS5W | ωB97M-V with the def2-TZVPD basis set

Properties
energy	-300660.6718	eV
net charge	0
2S+1	3
E_LUMO (alpha / beta)	-1.65 / -1.61	eV

Positions of all 61 atoms, in Å:
W 0.20513 -1.20571 1.33224
Cl 1.85878 5.42397 -1.49012
C 1.34702 3.99407 -0.66008
C 0.39027 4.09231 0.34519
C -0.07037 2.93644 0.95301
C 0.42454 1.69251 0.58759
O -0.07815 0.55654 1.10148
C 1.47195 1.59346 -0.37339
C 2.09991 0.36490 -0.67622
N 1.80405 -0.79736 -0.08345
C 2.47879 -1.94508 -0.47693
C 3.16097 -2.10333 -1.68779
C 3.84969 -3.27231 -1.96088
C 3.92060 -4.29058 -1.03499
C 3.20564 -4.20577 0.16940
C 3.19167 -5.22449 1.14213
C 2.48039 -5.03617 2.31410
C 1.74600 -3.87978 2.49283
N 1.65116 -2.90462 1.54868
C 2.43638 -3.03664 0.43289
C 1.89466 2.77949 -1.00625
H 0.01102 5.05193 0.65430
H -0.82619 2.98907 1.72089
H 2.91692 0.38916 -1.38804
H 3.12153 -1.32100 -2.42873
H 4.33913 -3.37518 -2.91647
H 4.49829 -5.17819 -1.23383
H 3.74473 -6.13429 0.96532
H 2.47745 -5.78926 3.08474
H 1.17072 -3.72032 3.40821
H 2.66869 2.72931 -1.75490
S -0.67074 -3.80361 -0.45937
As -1.28563 -3.20489 1.72000
S -0.80431 -1.09972 3.65176
S -0.47995 -1.85670 -1.09532
S -2.26618 -4.91855 2.49214
Br -2.09956 1.72364 3.81326
C -0.81985 0.45957 4.55743
Br 2.20111 -0.23625 2.81309
H -1.13471 0.26576 5.58225
H 0.16139 0.93418 4.52813
C -4.40658 3.79157 -0.99344
C -3.01846 3.32970 -0.54825
N -3.05517 2.04737 0.13246
C -2.72428 0.83234 -0.29567
S -2.60196 -0.39672 0.89723
N -2.50976 0.45353 -1.54980
C -2.66589 1.10632 -2.83515
C -1.32605 1.52927 -3.43241
H -4.32148 4.73661 -1.52645
H -5.05241 3.93876 -0.12904
H -4.87476 3.06521 -1.65655
H -2.61145 4.05206 0.16419
H -2.32758 3.28348 -1.39262
H -3.27232 2.08987 1.12326
H -2.16472 -0.50658 -1.62364
H -3.34649 1.95361 -2.76068
H -3.12441 0.36328 -3.49389
H -0.81659 2.25410 -2.79885
H -1.49254 1.97768 -4.40789
H -0.68006 0.66205 -3.55710

Cartesian forces (eV/Å) of the 3 atoms listed first:
W 1.3 -2.7 1.7
Cl 0.1 0.2 -0.1
C 0.2 -0.1 -0.2

These are the natural (NBO) partial charges, in e, on atoms 1 to 4: W 0.838; Cl 0.008; C -0.083; C -0.178

***

C41H36GeN5O3RbS2 | ωB97M-V with the def2-TZVPD basis set

Properties
energy	-135535.8560	eV
net charge	-2
E_LUMO (alpha / beta)	3.81 / 3.80	eV

Positions of all 89 atoms, in Å:
Rb 0.10861 -0.08300 -1.41460
N 0.30261 2.84389 -0.29684
C -1.01134 3.50299 -0.32249
C -2.08114 2.52353 -0.78037
C -1.98027 2.22287 -2.29302
O -2.06345 3.20234 -3.05223
O -1.81861 1.01019 -2.62589
H 0.36682 2.20032 0.50161
H 1.02894 3.53713 -0.15983
H -0.98221 4.31893 -1.04754
H -1.28774 3.92107 0.65491
H -3.07061 2.95682 -0.60657
H -2.01230 1.60581 -0.18621
S 5.87613 -6.78782 -1.94870
N 4.61756 -6.36117 -2.95699
C 4.09593 -5.24327 -2.41359
C 2.98200 -4.51644 -2.94219
C 2.31012 -4.93403 -4.10552
C 1.24123 -4.21108 -4.56417
C 0.85564 -3.06095 -3.85650
N 1.46898 -2.63493 -2.77168
C 2.51531 -3.34221 -2.29638
C 3.16987 -2.88744 -1.08053
N 2.70543 -1.77331 -0.47544
C 3.27944 -1.36486 0.63584
C 4.36382 -2.03209 1.22970
C 4.85260 -3.16077 0.62659
C 4.25925 -3.62242 -0.56016
C 4.73067 -4.80387 -1.23325
N 5.75937 -5.55839 -0.82389
H 2.65936 -5.82908 -4.60467
H 0.69470 -4.50693 -5.45110
H 0.00684 -2.47225 -4.19239
H 2.85419 -0.47697 1.09590
H 4.78963 -1.65102 2.14932
H 5.68452 -3.72056 1.03515
C 0.02981 -0.68282 -6.56113
S -0.98846 0.03302 -5.23982
O -2.19122 0.53576 -5.95102
C 0.11254 1.42153 -4.95296
C -0.30707 2.68569 -5.31692
C 0.54995 3.75901 -5.11664
C 1.79885 3.56388 -4.54743
C 2.19521 2.29180 -4.15197
C 1.34341 1.21531 -4.34266
H 0.11992 0.04748 -7.36424
H -0.49542 -1.57098 -6.91266
H 1.00972 -0.96142 -6.17328
H -1.30565 2.80963 -5.71079
H 0.22242 4.75836 -5.37413
H 2.45625 4.40871 -4.38117
H 3.15243 2.14102 -3.66899
H 1.62986 0.22567 -3.99848
C 0.34408 0.33762 1.84057
Ge -1.11785 0.49861 3.06049
C -1.59947 2.40428 3.27008
C -2.89869 2.88362 3.41726
C -3.15348 4.24274 3.56998
C -2.10343 5.14903 3.58446
C -0.80000 4.68889 3.43974
C -0.55637 3.33245 3.27919
C -0.68190 -0.04933 4.92267
C 0.43003 -0.85040 5.17355
C 0.75352 -1.25135 6.46539
C -0.03560 -0.85191 7.53457
C -1.14652 -0.04894 7.30497
C -1.46008 0.34605 6.01138
C -2.82752 -0.43991 2.68603
C -3.62415 -0.08283 1.59603
C -4.78253 -0.78242 1.28402
C -5.17291 -1.86338 2.06298
C -4.39598 -2.23529 3.15158
C -3.23808 -1.52963 3.45521
H 0.50447 -0.74620 1.67490
H -3.73286 2.18887 3.39794
H -4.17483 4.59313 3.66841
H -2.29922 6.20933 3.69488
H 0.02551 5.39166 3.43472
H 0.45994 2.98084 3.13058
H 1.05166 -1.15883 4.33874
H 1.62304 -1.87576 6.63641
H 0.21386 -1.16168 8.54298
H -1.76619 0.27025 8.13573
H -2.32652 0.97943 5.84517
H -3.33854 0.75641 0.97000
H -5.37318 -0.48597 0.42527
H -6.07256 -2.41607 1.81879
H -4.68928 -3.08047 3.76420
H -2.64282 -1.83550 4.30913

Cartesian forces (eV/Å) of the 3 atoms listed first:
Rb 0.8 -0.5 0.6
N 0.0 0.0 0.0
C 0.0 0.0 0.0

These are the Löwdin partial charges, in e, on atoms 1 to 4: Rb 0.806; N -0.021; C -0.277; C -0.142